Record 1
{
  "formula": "C23H25NO5",
  "method": "ωB97M-V/def2-TZVPD",
  "symbols": ["O", "O", "O", "O", "O", "N", "C", "C", "C", "C", "C", "C", "C", "C", "C", "C", "C", "C", "C", "C", "C", "C", "C", "C", "C", "C", "C", "C", "C", "H", "H", "H", "H", "H", "H", "H", "H", "H", "H", "H", "H", "H", "H", "H", "H", "H", "H", "H", "H", "H", "H", "H", "H", "H"],
  "coordinates": [[4.685, 1.719, 1.026], [0.945, 2.554, 2.552], [3.736, 0.872, -0.863], [2.837, 1.447, 3.110], [1.542, 2.414, -0.052], [-3.034, 1.049, 1.646], [0.044, -0.949, -1.379], [-4.591, -0.907, 1.776], [-0.337, 0.163, -0.554], [-3.470, -0.230, 1.295], [-1.883, 1.345, 0.992], [0.170, -2.236, -0.808], [2.283, 1.692, 0.792], [0.323, -0.801, -2.763], [0.687, -3.184, -2.967], [-2.583, -0.752, 0.335], [0.580, -1.915, -3.550], [-4.019, -2.687, 0.220], [2.114, 3.492, -0.864], [-4.847, -2.176, 1.231], [-1.504, 0.236, 0.192], [-3.766, 1.933, 2.532], [0.998, -4.390, -3.792], [2.081, 1.869, 2.249], [5.075, 0.566, -1.285], [0.512, -3.331, -1.586], [0.868, 2.913, 3.939], [3.689, 1.406, 0.388], [-2.908, -1.966, -0.261], [-0.104, 3.393, 4.079], [1.298, 3.841, -1.498], [-3.114, 2.297, 3.334], [0.962, 2.026, 4.581], [-4.605, 1.385, 2.971], [-1.344, 2.273, 1.134], [0.718, -1.809, -4.627], [1.889, -4.920, -3.430], [-4.159, 2.792, 1.974], [2.926, 3.085, -1.471], [1.685, 3.612, 4.168], [0.167, -5.102, -3.738], [5.040, 0.447, -2.368], [0.284, 0.198, -3.195], [1.151, -4.127, -4.841], [-4.252, -3.666, -0.203], [5.750, 1.382, -0.995], [5.412, -0.368, -0.814], [2.444, 4.264, -0.167], [0.008, -2.353, 0.266], [0.245, 1.057, -0.607], [-5.719, -2.737, 1.581], [-2.310, -2.347, -1.079], [-5.234, -0.453, 2.528], [0.634, -4.319, -1.133]],
  "lowdin_charge": [0.085, -0.083, -0.070, 0.061, -0.198, -0.065, -0.204, -0.005, 0.099, -0.163, 0.085, -0.037, -0.174, 0.000, -0.276, -0.093, -0.035, -0.069, -0.010, -0.077, -0.108, 0.008, -0.058, -0.470, -0.059, -0.036, -0.067, -0.455, -0.005, 0.077, 0.086, 0.102, 0.090, 0.079, 0.149, 0.113, 0.088, 0.105, 0.083, 0.098, 0.085, 0.083, 0.120, 0.076, 0.105, 0.090, 0.096, 0.097, 0.132, 0.088, 0.107, 0.104, 0.100, 0.122],
  "de_lowest_ev": 4.9654,
  "e_tot_ev": -35980.5509,
  "orbital_gap_ev": 4.025
}

=====

Record 2
{
  "formula": "C23H25NO6S",
  "method": "ωB97M-V/def2-TZVPD",
  "symbols": ["S", "O", "O", "O", "O", "O", "O", "N", "C", "C", "C", "C", "C", "C", "C", "C", "C", "C", "C", "C", "C", "C", "C", "C", "C", "C", "C", "C", "C", "C", "C", "H", "H", "H", "H", "H", "H", "H", "H", "H", "H", "H", "H", "H", "H", "H", "H", "H", "H", "H", "H", "H", "H", "H", "H", "H"],
  "coordinates": [[-3.124, 0.272, -2.960], [-1.121, -2.892, 1.476], [-1.191, 2.651, 0.995], [-4.374, 0.851, -3.370], [-3.008, -1.159, -3.038], [-1.365, -4.536, -0.518], [2.227, 1.910, 0.555], [-0.358, 1.677, -0.862], [0.023, -1.621, -2.291], [0.542, 0.709, -1.464], [-0.450, -2.908, -2.079], [0.092, -0.718, -1.251], [-0.270, -1.134, 0.031], [4.692, 1.445, 3.772], [3.159, 1.765, 1.523], [-0.257, 2.094, 0.434], [0.069, 1.690, 3.569], [3.324, 1.486, 3.924], [5.289, 1.563, 2.514], [-0.857, -3.315, -0.822], [1.003, 1.894, 1.179], [-0.739, -2.413, 0.262], [1.134, 1.751, 2.535], [-2.687, 0.883, -1.300], [-1.766, 1.091, -3.858], [2.541, 1.649, 2.782], [-1.637, 1.977, -1.499], [-1.659, -5.412, -1.579], [-1.519, 2.312, -3.000], [-1.013, -2.044, 2.592], [4.536, 1.726, 1.369], [6.365, 1.526, 2.438], [-1.356, -2.632, 3.441], [-2.295, 3.043, -3.230], [-3.598, 1.260, -0.847], [-0.749, -5.751, -2.085], [0.110, 0.738, 4.099], [-1.975, 2.881, -0.978], [5.323, 1.320, 4.639], [-2.311, 0.034, -0.739], [-2.329, -4.943, -2.307], [2.865, 1.397, 4.896], [0.628, 0.921, -2.530], [-0.552, 2.776, -3.200], [0.024, -1.733, 2.762], [-0.945, 0.386, -3.895], [1.535, 0.845, -1.034], [4.990, 1.819, 0.395], [-0.907, 1.819, 3.114], [0.338, -1.340, -3.285], [-0.196, -0.430, 0.845], [-2.156, -6.267, -1.124], [0.222, 2.486, 4.296], [-0.513, -3.580, -2.918], [-2.107, 1.336, -4.857], [-1.645, -1.155, 2.489]],
  "lowdin_charge": [0.679, -0.055, 0.074, -0.315, -0.314, -0.059, 0.079, 0.005, -0.056, -0.075, -0.007, -0.205, 0.026, -0.088, -0.193, -0.373, -0.013, -0.012, -0.081, -0.196, -0.109, -0.180, -0.133, -0.119, -0.201, -0.110, -0.280, -0.077, -0.160, -0.078, 0.008, 0.103, 0.097, 0.125, 0.115, 0.095, 0.083, 0.146, 0.101, 0.093, 0.101, 0.114, 0.118, 0.126, 0.096, 0.071, 0.126, 0.117, 0.071, 0.112, 0.102, 0.095, 0.093, 0.110, 0.109, 0.097],
  "de_lowest_ev": 3.1653,
  "e_tot_ev": -48866.2011,
  "orbital_gap_ev": 8.421,
  "smiles": "COc1ccc(CN(C(=O)c2oc3ccccc3c2C)[C@H]2CCS(=O)(=O)C2)cc1OC"
}

=====

Record 3
{
  "formula": "C23H25NO7S",
  "method": "ωB97M-V/def2-TZVPD",
  "symbols": ["S", "O", "O", "O", "O", "O", "O", "O", "N", "C", "C", "C", "C", "C", "C", "C", "C", "C", "C", "C", "C", "C", "C", "C", "C", "C", "C", "C", "C", "C", "C", "C", "H", "H", "H", "H", "H", "H", "H", "H", "H", "H", "H", "H", "H", "H", "H", "H", "H", "H", "H", "H", "H", "H", "H", "H", "H"],
  "coordinates": [[2.062, 0.502, 1.870], [3.996, -0.111, -1.649], [2.800, -2.065, -1.104], [-4.856, -0.885, -1.931], [-4.933, 3.009, 3.598], [-3.569, 4.731, 3.708], [0.633, -2.043, -0.603], [3.036, 1.846, -1.181], [-3.794, 3.520, 3.470], [-0.428, 2.497, 2.296], [-1.969, 0.589, 2.130], [0.404, 0.292, 1.483], [-3.295, 0.786, -1.289], [2.558, -1.239, 2.103], [5.107, -2.217, -1.681], [-2.495, -1.211, -2.457], [1.578, -1.424, -1.060], [-5.127, -2.192, -2.491], [2.075, 0.991, 3.622], [2.893, 0.667, -1.428], [-1.995, 1.192, -1.115], [3.799, -1.495, -1.993], [0.453, 0.783, -1.216], [1.568, 0.002, -1.421], [-2.722, 2.697, 3.028], [-0.896, 0.395, -1.546], [-0.639, 1.115, 1.986], [-3.564, -0.457, -1.918], [-1.194, -0.777, -2.285], [-1.440, 3.261, 2.835], [3.359, -1.680, -3.432], [-2.977, 1.355, 2.675], [3.652, -1.255, 2.197], [0.542, 2.956, 2.079], [2.076, -1.602, 3.020], [-4.131, 1.376, -0.922], [1.545, 1.936, 3.743], [-1.778, 2.134, -0.605], [2.245, -1.823, 1.231], [4.152, -1.315, -4.096], [1.601, 0.196, 4.202], [-2.687, -2.154, -2.975], [-1.292, 4.304, 3.108], [-4.942, -2.204, -3.578], [0.154, -0.683, 1.062], [-2.166, -0.436, 1.804], [0.640, 1.822, -0.947], [-6.187, -2.350, -2.288], [3.212, -2.752, -3.614], [2.428, -1.143, -3.641], [5.401, -2.016, -0.646], [-0.387, -1.370, -2.708], [5.896, -1.858, -2.349], [4.983, -3.297, -1.817], [-4.522, -2.975, -2.005], [-3.981, 0.963, 2.821], [3.121, 1.110, 3.920]],
  "lowdin_charge": [1.052, 0.080, 0.047, -0.077, 0.022, 0.022, 0.082, 0.096, -0.341, -0.077, -0.041, -0.382, 0.008, -0.212, 0.021, 0.000, -0.459, -0.060, -0.236, -0.440, -0.014, -0.523, 0.054, -0.098, -0.184, -0.189, -0.305, -0.245, -0.004, 0.001, 0.023, -0.002, 0.067, 0.110, 0.068, 0.126, 0.042, 0.126, 0.040, 0.103, 0.067, 0.108, 0.118, 0.098, 0.071, 0.121, 0.141, 0.093, 0.105, 0.093, 0.094, 0.117, 0.098, 0.099, 0.097, 0.118, 0.062],
  "de_lowest_ev": 5.1846,
  "e_tot_ev": -50909.3908,
  "orbital_gap_ev": 5.812
}

=====

Repeat the second record exactly.
{
  "formula": "C23H25NO6S",
  "method": "ωB97M-V/def2-TZVPD",
  "symbols": ["S", "O", "O", "O", "O", "O", "O", "N", "C", "C", "C", "C", "C", "C", "C", "C", "C", "C", "C", "C", "C", "C", "C", "C", "C", "C", "C", "C", "C", "C", "C", "H", "H", "H", "H", "H", "H", "H", "H", "H", "H", "H", "H", "H", "H", "H", "H", "H", "H", "H", "H", "H", "H", "H", "H", "H"],
  "coordinates": [[-3.124, 0.272, -2.960], [-1.121, -2.892, 1.476], [-1.191, 2.651, 0.995], [-4.374, 0.851, -3.370], [-3.008, -1.159, -3.038], [-1.365, -4.536, -0.518], [2.227, 1.910, 0.555], [-0.358, 1.677, -0.862], [0.023, -1.621, -2.291], [0.542, 0.709, -1.464], [-0.450, -2.908, -2.079], [0.092, -0.718, -1.251], [-0.270, -1.134, 0.031], [4.692, 1.445, 3.772], [3.159, 1.765, 1.523], [-0.257, 2.094, 0.434], [0.069, 1.690, 3.569], [3.324, 1.486, 3.924], [5.289, 1.563, 2.514], [-0.857, -3.315, -0.822], [1.003, 1.894, 1.179], [-0.739, -2.413, 0.262], [1.134, 1.751, 2.535], [-2.687, 0.883, -1.300], [-1.766, 1.091, -3.858], [2.541, 1.649, 2.782], [-1.637, 1.977, -1.499], [-1.659, -5.412, -1.579], [-1.519, 2.312, -3.000], [-1.013, -2.044, 2.592], [4.536, 1.726, 1.369], [6.365, 1.526, 2.438], [-1.356, -2.632, 3.441], [-2.295, 3.043, -3.230], [-3.598, 1.260, -0.847], [-0.749, -5.751, -2.085], [0.110, 0.738, 4.099], [-1.975, 2.881, -0.978], [5.323, 1.320, 4.639], [-2.311, 0.034, -0.739], [-2.329, -4.943, -2.307], [2.865, 1.397, 4.896], [0.628, 0.921, -2.530], [-0.552, 2.776, -3.200], [0.024, -1.733, 2.762], [-0.945, 0.386, -3.895], [1.535, 0.845, -1.034], [4.990, 1.819, 0.395], [-0.907, 1.819, 3.114], [0.338, -1.340, -3.285], [-0.196, -0.430, 0.845], [-2.156, -6.267, -1.124], [0.222, 2.486, 4.296], [-0.513, -3.580, -2.918], [-2.107, 1.336, -4.857], [-1.645, -1.155, 2.489]],
  "lowdin_charge": [0.679, -0.055, 0.074, -0.315, -0.314, -0.059, 0.079, 0.005, -0.056, -0.075, -0.007, -0.205, 0.026, -0.088, -0.193, -0.373, -0.013, -0.012, -0.081, -0.196, -0.109, -0.180, -0.133, -0.119, -0.201, -0.110, -0.280, -0.077, -0.160, -0.078, 0.008, 0.103, 0.097, 0.125, 0.115, 0.095, 0.083, 0.146, 0.101, 0.093, 0.101, 0.114, 0.118, 0.126, 0.096, 0.071, 0.126, 0.117, 0.071, 0.112, 0.102, 0.095, 0.093, 0.110, 0.109, 0.097],
  "de_lowest_ev": 3.1653,
  "e_tot_ev": -48866.2011,
  "orbital_gap_ev": 8.421,
  "smiles": "COc1ccc(CN(C(=O)c2oc3ccccc3c2C)[C@H]2CCS(=O)(=O)C2)cc1OC"
}